[1]
Density functional theory data (wB97M-V/def2-TZVPD) for a 3-piece molecular cluster, C16H23BF16O5 overall.

Its SMILES is FC(F)C(F)(F)COC(F)(F)C(F)F.FC(F)C(F)(F)COC(F)(F)C(F)F.C[C@@H](O)COBCCCO. The spin multiplicity is 1. The value obtained for the lowest unoccupied orbital energy is 0.0192 Ha.

```
61
Properties=species:S:1:pos:R:3:forces:R:3
H -2.636444 -0.252916 0.682309 0.80 1.52 -1.84
C -3.036996 0.703993 -1.438187 -0.81 -1.08 0.27
H 1.401713 -6.820241 -3.155346 0.18 0.10 -0.04
O -0.066153 3.818502 5.021790 -0.21 -1.73 0.89
H 0.924044 -2.321673 0.179074 0.12 0.06 -0.21
H 1.711539 3.764534 -2.349161 -1.93 -0.81 -1.40
O -1.512379 0.855162 -3.573086 2.51 -1.21 2.70
H -1.798600 0.918981 2.967493 -0.01 0.20 -0.04
O 2.718576 -3.405503 -1.660634 -1.93 -0.29 -0.05
F -0.723316 3.860125 7.147144 0.59 -0.54 -0.21
F 0.825855 -3.652644 -2.880923 -0.22 0.86 0.42
F -1.451342 2.250594 5.890985 0.48 0.29 0.83
H -0.693940 4.361664 3.196856 0.24 -0.29 0.10
B -0.130304 0.746740 -3.067424 -1.37 0.74 -0.98
C -2.384830 -0.019969 -2.773871 -2.09 -0.60 -0.35
F 3.668868 -6.832147 -1.868554 -0.49 0.08 -0.36
F 1.340131 1.393924 5.624018 -0.03 0.53 0.38
H -3.315596 -0.282308 -3.473884 1.98 0.66 1.36
H -1.047939 0.109338 -0.267480 -2.39 1.07 0.20
F -0.325474 2.635730 1.671868 -0.27 -0.30 0.51
H 2.758087 -4.603167 -3.388583 -0.18 -0.13 0.36
F 1.209462 2.319515 3.179179 -0.39 -0.24 -0.04
H 1.534416 1.638235 -4.450482 -0.95 0.30 2.27
F 0.520952 -4.255760 -0.027724 0.19 0.64 -0.10
H -4.063618 0.128427 -1.237933 2.23 0.94 -0.47
C 0.838714 3.350665 -3.046785 0.29 0.60 -0.38
H -1.547206 3.394314 -2.976203 2.18 0.13 1.72
F 0.296767 -5.719226 -1.920949 0.25 -0.57 -0.08
C -0.138313 2.321326 2.993490 0.85 0.70 0.13
H -4.054572 2.072240 -2.503402 1.51 0.04 1.89
C -0.754721 3.459749 3.819608 -0.34 1.09 -0.21
C -0.593075 3.729197 -2.359204 0.46 2.10 -0.12
C 2.666730 -5.926841 -1.630431 0.58 0.52 0.86
F -0.761039 -2.685920 -0.824389 0.36 0.07 -0.37
O -0.691778 3.351472 -0.909846 1.29 -0.28 -1.61
H 4.159571 -4.607109 -2.367177 -0.27 -0.06 0.28
H 0.112513 -0.224804 -2.408160 -0.51 0.58 -0.17
C 1.113639 1.774446 -3.343005 1.03 0.11 -0.04
F -0.620644 0.542450 4.525542 -0.06 -0.13 -0.63
F 0.499051 1.329847 7.631766 -0.30 0.43 -0.21
H -0.649065 4.922559 -2.347485 0.19 -2.41 -0.23
F -0.104395 0.002295 2.488279 0.08 0.33 -0.12
H -2.043460 1.543729 0.540457 -0.28 -2.17 -1.75
H -1.829680 3.319173 3.991056 0.34 -0.25 -0.01
C 0.846573 2.169940 6.621195 0.84 -0.58 0.21
H 1.655279 2.816427 6.974244 -0.21 0.15 -0.05
H -1.908917 -1.060644 -2.490454 -0.67 2.26 -0.46
F 1.470189 -1.671616 -2.281834 0.12 -0.93 0.69
F 2.672494 -5.723969 -0.285146 -0.21 -0.18 -0.45
C 3.062440 -4.620477 -2.334181 0.97 0.45 -0.42
H 2.014125 1.439348 -2.635903 -1.96 0.52 -1.56
H 0.221287 3.316605 -0.498042 -1.48 0.19 -1.09
C 0.533999 -3.013703 -0.572960 -0.41 -0.17 0.96
O -3.426034 2.111917 -1.699715 -0.47 -1.94 -1.32
C 1.376306 -2.959896 -1.852163 1.78 -0.23 -1.41
C -0.353475 3.002418 6.156865 -1.32 1.42 -1.17
H 0.964980 3.934838 -4.079099 -0.56 -1.08 2.33
F 1.077410 -7.673808 -1.392808 0.37 0.18 -0.04
C 1.353976 -6.543516 -2.099215 -0.77 -0.89 0.05
C -0.740392 0.942764 3.239334 -0.15 -1.05 -0.21
C -2.145987 0.524672 -0.070721 0.45 0.34 0.79
```
Forces are in eV/Å.

Results of the Mulliken charge analysis, in e, for atoms 1 through 4:
1. H 0.423
2. C 0.102
3. H 0.274
4. O -0.412

---

[2]
Density functional theory data (wB97M-V/def2-TZVPD) for C16H23BIrN4O8P2 as an isolated structure.

For the energy above the lowest of the compared OMol25 structures with the same formula, charge and spin, the calculation gives 0.0 kcal per mole. Its expectation value of S² is 8.77. As for the total charge: +2. The spin multiplicity is 6. The value obtained for the lowest unoccupied orbital energy (alpha / beta) is -0.2239 / -0.3426 Ha.

```
55
Properties=species:S:1:pos:R:3:forces:R:3
H -1.358035 -5.199940 -1.512433 0.00 0.00 0.00
O -4.381686 0.399074 2.023352 -0.03 -0.02 0.08
H 2.681924 -3.368049 0.698506 -0.02 -0.09 0.20
C 1.467286 0.718229 -4.843530 0.03 0.01 0.00
N -0.389576 -2.278836 -0.351657 0.12 -0.12 -0.06
H 4.396058 2.038333 -2.686522 0.00 0.01 0.00
H 1.652676 -3.577488 2.064118 0.17 -0.07 -0.08
H -3.579100 2.223272 4.306350 -0.01 0.00 0.01
H -2.608931 1.018676 5.150761 0.01 0.02 0.03
C 2.656517 1.086145 -5.442957 -0.03 0.00 0.01
H -5.171670 0.004123 2.424442 0.04 0.04 -0.04
C -1.228744 -3.017595 -1.066221 -0.04 0.01 0.01
H 0.655403 0.355178 -5.458376 0.00 0.00 0.00
H -1.913790 2.617636 4.763748 0.01 -0.01 -0.01
H 1.618571 1.770206 1.344502 -0.01 -0.01 0.02
H -1.105133 4.492984 1.936256 0.00 -0.06 0.06
H 2.263767 1.399128 -1.606252 -0.01 0.00 0.00
H -0.594778 0.375992 4.042489 0.03 -0.06 0.05
O -3.388172 3.264282 1.706289 -0.05 0.03 -0.01
H 0.865396 -5.230251 0.077734 -0.01 -0.02 -0.01
C 3.703585 1.559292 -4.662026 0.02 0.01 0.00
H -4.099604 2.793421 1.244415 0.03 0.01 0.05
Ir -0.722808 -0.154723 0.246868 0.01 -0.15 -0.29
H 4.633388 1.847948 -5.134293 0.00 0.00 0.00
C -1.050985 -0.151874 -3.586593 0.00 0.02 -0.05
H -1.423530 0.576311 -4.310701 0.01 -0.01 -0.01
C 1.319728 0.830398 -3.453639 -0.03 0.02 -0.07
O -1.014004 3.599701 2.303479 0.03 0.11 -0.01
C 2.925616 0.322695 2.445616 0.02 -0.01 0.01
C -0.864660 -4.374397 -1.030845 -0.02 0.00 -0.01
O -2.284318 -0.743602 1.287747 -0.15 0.09 0.36
H -1.866842 -0.413208 -2.917645 0.01 0.00 0.02
O -0.692700 0.814263 3.186762 -0.12 0.06 -0.07
B 1.625248 -2.798258 1.088873 -0.17 0.22 -0.11
P -3.024091 -0.227739 2.589584 -0.07 -0.08 -0.34
O -1.640226 1.866697 0.478127 0.21 0.28 0.24
C -2.571569 1.822585 4.414349 -0.07 -0.05 -0.06
O -3.161280 -1.186940 3.678655 0.06 -0.01 0.03
H 3.458738 -1.802108 2.857444 0.00 0.01 0.02
C 1.928268 0.762047 1.574217 0.00 0.04 -0.11
N 1.884649 -1.399623 1.500087 0.06 0.03 -0.20
C 3.571022 1.669700 -3.279870 -0.02 -0.01 -0.02
C 2.383899 1.312378 -2.677297 0.01 0.01 0.02
C 0.242872 -4.409175 -0.238826 0.04 0.06 0.04
N 1.320096 -0.269317 0.986013 -0.19 0.01 0.44
C -2.061457 1.259821 3.092239 0.24 0.12 0.21
P -2.014466 2.515866 1.785999 -0.14 -0.27 -0.36
H -2.071716 -2.557077 -1.557125 0.01 -0.01 -0.01
O -0.082240 0.661568 -1.588408 0.16 -0.05 -0.09
N 0.524961 -3.132426 0.175629 -0.01 -0.01 0.02
C 0.075629 0.453841 -2.818329 -0.16 -0.01 0.10
H -0.718582 -1.025473 -4.147396 -0.01 -0.01 0.01
H 3.592767 0.920760 3.040548 0.00 0.00 0.00
C 2.867067 -1.043191 2.370804 0.02 -0.06 0.00
H 2.769562 1.008739 -6.515059 0.00 0.00 0.00
```
Forces are in eV/Å.

Results of the Mulliken charge analysis, in e, for atoms 1 through 4:
1. H 0.460
2. O -0.473
3. H 0.176
4. C -0.344